A molecular structure, C24H21B3CdN3O24 in a non-equilibrium geometry. Source: the OMol25 dataset; level of theory: ωB97M-V/def2-TZVPD.

Calculated values
- E_tot: -85448.2777 eV
- Net charge: -1
- Relative energy (zero: lowest compared OMol25 entry of this formula, charge and spin): 43.5 kcal per mole
- Gap between HOMO and LUMO: 7.76 eV
- E_LUMO: 0.040 hartree

Cartesian coordinates (Å):
Cd: -0.9386 0.5224 0.7858
O: -0.4732 -1.3918 1.3467
C: 0.3448 -2.3483 1.3714
O: 0.7873 -2.8835 0.2871
B: 1.8269 -3.9089 0.7224
O: 1.9424 -3.8283 2.1616
C: 1.1590 -2.8203 2.5722
O: 1.1861 -2.3182 3.7379
O: 3.0978 -3.7311 0.0401
C: 3.2670 -4.7909 -0.7413
O: 4.2129 -5.0603 -1.4444
C: 2.0419 -5.7066 -0.6520
O: 1.3577 -5.2557 0.3217
O: 1.8010 -6.7080 -1.3558
O: 4.0250 0.0170 -5.1893
C: 3.3242 -0.6228 -4.4534
O: 2.0570 -0.5240 -4.2403
B: 1.5461 -1.5678 -3.3347
O: 2.7338 -2.4064 -3.0221
C: 3.8272 -1.7919 -3.5954
O: 5.0092 -2.2292 -3.6103
O: 1.1226 -0.8444 -2.1670
C: -0.1430 -1.0586 -2.0212
O: -0.8310 -0.5035 -1.1548
C: -0.6645 -2.0944 -3.1021
O: 0.4282 -2.2391 -3.9277
O: -1.7665 -2.6400 -3.1726
O: 7.0523 -2.1967 -0.6724
C: 6.2809 -1.4408 -0.1154
O: 4.9886 -1.3379 -0.2944
B: 4.4933 -0.1442 0.4106
O: 5.5658 0.3075 1.3084
C: 6.6197 -0.3645 0.9597
O: 7.7630 -0.2117 1.3852
O: 3.2276 -0.2823 1.1484
C: 2.3284 0.5592 0.7216
O: 1.1717 0.6589 1.1799
C: 3.0739 1.3281 -0.4519
O: 4.2295 0.9236 -0.5786
O: 2.4635 2.2662 -1.0839
C: -7.0384 0.9611 1.2675
C: -6.7156 -0.5462 1.1530
C: -5.3577 -0.9164 0.4667
C: -4.1368 -0.1033 0.6358
N: -3.1102 0.4765 0.7630
H: -6.3631 1.5812 1.8570
H: -8.0085 1.0546 1.7557
H: -7.2111 1.5106 0.3421
H: -7.5630 -1.1337 0.7996
H: -6.5959 -0.9229 2.1688
H: -5.4982 -1.0612 -0.6045
H: -5.0511 -1.9303 0.7236
C: -0.7265 1.6020 -4.4862
C: 0.1757 2.6597 -4.0143
C: -0.3277 3.5474 -2.8326
C: -0.6796 2.8414 -1.5121
N: -0.9986 2.2786 -0.5053
H: -0.9208 1.0433 -3.5707
H: -0.3146 0.8303 -5.1365
H: -1.6868 1.9773 -4.8398
H: 0.3647 3.2875 -4.8851
H: 1.1007 2.1691 -3.7113
H: -1.2173 4.1654 -2.9543
H: 0.4498 4.2970 -2.6858
C: -2.5125 2.6446 6.2117
C: -2.6195 3.7724 5.1988
C: -1.3564 3.7981 4.3248
C: -1.1542 2.7812 3.2188
N: -0.9876 2.0088 2.3784
H: -2.2173 1.7517 5.6606
H: -3.4331 2.4293 6.7542
H: -1.6843 2.9287 6.8609
H: -2.7711 4.6897 5.7676
H: -3.5641 3.6912 4.6609
H: -0.4016 3.7298 4.8462
H: -1.4068 4.7747 3.8434

Löwdin atomic charge list, values in e, 4 entries:
1. Cd 1.255
2. O -0.077
3. C -0.324
4. O 0.272

=====

A molecular structure, C24H21N6O4OsS. Source: the OMol25 dataset; level of theory: ωB97M-V/def2-TZVPD.

Calculated values
- E_tot: -55659.1393 eV
- Net charge: +1
- Relative energy (zero: lowest compared OMol25 entry of this formula, charge and spin): 6.9 kcal per mole
- Gap between HOMO and LUMO (alpha / beta): 5.41 / 5.46 eV
- E_LUMO (alpha / beta): -0.193 / -0.191 hartree

Cartesian coordinates (Å):
Os: -0.6901 0.8257 0.4516
C: 3.2791 -0.8475 0.5180
C: 1.8863 -0.4224 0.2129
N: 1.2004 0.3826 0.9556
N: 1.8044 0.9588 2.0543
C: 0.9779 1.6736 2.7560
N: 1.3948 2.2933 3.8607
S: -0.7545 1.9461 2.3266
C: 1.1968 -0.8820 -1.0061
C: 1.7835 -1.7466 -1.9164
C: 1.0856 -2.0879 -3.0656
C: -0.1726 -1.5529 -3.2804
C: -0.7057 -0.7021 -2.3284
N: -0.0401 -0.3803 -1.2234
H: 3.6384 -0.3522 1.4121
H: 3.9472 -0.6196 -0.3151
H: 3.3018 -1.9285 0.6766
H: 2.3389 2.1690 4.1873
H: 0.7504 2.8259 4.4187
H: 2.7673 -2.1498 -1.7257
H: 1.5226 -2.7662 -3.7858
H: -0.7442 -1.7928 -4.1654
H: -1.6946 -0.2731 -2.4347
C: 2.3329 2.6499 -1.1371
C: 0.9085 2.9664 -1.4185
N: -0.1651 2.3371 -0.9545
C: -1.2747 2.9575 -1.4776
C: -0.8742 3.9804 -2.2715
N: 0.4982 3.9634 -2.2169
C: -1.5596 5.0040 -3.1101
O: -2.8708 4.9686 -3.1290
O: -0.8788 5.7905 -3.7178
C: -2.6180 2.4412 -1.1109
O: -3.6207 2.9485 -1.5939
O: -2.5771 1.4597 -0.2805
H: 2.6043 1.6853 -1.5704
H: 2.5093 2.6081 -0.0619
H: 2.9811 3.4090 -1.5693
H: 1.0639 4.6292 -2.7284
H: -3.2390 4.2387 -2.5585
C: -0.2347 -3.9209 3.7422
C: 0.3640 -2.6494 3.7154
C: -0.0478 -1.6991 2.8179
C: -1.0730 -1.9530 1.8782
C: -1.5672 -0.9904 0.9235
C: -2.6746 -1.3275 0.1628
C: -3.3098 -2.5766 0.2700
C: -2.8177 -3.5163 1.1252
C: -1.7075 -3.2239 1.9509
C: -1.2595 -4.1905 2.8818
H: 0.0961 -4.6623 4.4570
H: 1.1466 -2.4101 4.4245
H: 0.4068 -0.7260 2.8685
H: -3.0789 -0.6263 -0.5499
H: -4.1795 -2.7796 -0.3408
H: -3.2763 -4.4946 1.2021
H: -1.7664 -5.1476 2.9072

Löwdin atomic charge list, values in e, 4 entries:
1. Os 1.295
2. C 0.003
3. C -0.258
4. N -0.181

=====

A molecular structure, C24H21N6O4RuS in a non-equilibrium geometry. Source: the OMol25 dataset; level of theory: ωB97M-V/def2-TZVPD.

Calculated values
- E_tot: -55763.5703 eV
- ⟨S²⟩: 1.015
- Net charge: +2
- Multiplicity: 2
- Gap between HOMO and LUMO (alpha / beta): 6.34 / 6.57 eV
- E_LUMO (alpha / beta): -0.303 / -0.291 hartree

Cartesian coordinates (Å):
Ru: 0.3595 0.0385 -0.2908
C: -1.7110 -2.7756 -2.7608
C: -2.2035 -3.6931 -1.8157
C: -1.8387 -3.5674 -0.4947
C: -0.9917 -2.5178 -0.1014
N: -0.5561 -1.6136 -1.0424
C: -0.8868 -1.7596 -2.3294
C: -0.5177 -2.2428 1.2336
C: -0.4141 -3.1342 2.2946
C: 0.2174 -2.7251 3.4656
C: 0.7222 -1.4320 3.5861
C: 0.5858 -0.5485 2.5259
N: -0.0581 -0.9608 1.3870
C: 1.1290 0.7823 2.4107
C: 1.7538 1.5414 3.4155
C: 2.3039 2.7639 3.0954
C: 2.1982 3.2564 1.7862
C: 1.5533 2.4819 0.8411
N: 1.0475 1.2916 1.1437
H: -1.9640 -2.8611 -3.8058
H: -2.8642 -4.4872 -2.1326
H: -2.2122 -4.2505 0.2501
H: -0.4702 -1.0369 -3.0266
H: -0.7728 -4.1465 2.1905
H: 0.3709 -3.4339 4.2623
H: 1.2473 -1.1329 4.4783
H: 1.8084 1.1645 4.4240
H: 2.8200 3.3462 3.8449
H: 2.6097 4.2145 1.5103
H: 1.4474 2.8034 -0.1954
O: 2.8571 -0.0866 -3.9394
S: 2.8620 0.6329 -2.7144
O: 2.1384 1.8743 -2.6535
N: 2.2391 -0.2993 -1.4737
C: 3.0951 -0.4291 -0.4532
O: 2.6973 -0.8644 0.6319
C: 4.4423 0.0949 -0.7420
C: 5.5633 0.0589 0.0795
C: 6.7154 0.6956 -0.3584
C: 6.7483 1.3559 -1.5789
C: 5.6191 1.4115 -2.3984
C: 4.4910 0.7702 -1.9563
H: 5.5282 -0.4581 1.0255
H: 7.6023 0.6790 0.2563
H: 7.6555 1.8341 -1.9132
H: 5.6361 1.9379 -3.3395
C: -3.8079 1.6514 -2.6387
N: -2.5410 1.3379 -2.0155
C: -1.3276 1.7210 -2.4379
N: -1.1505 2.3278 -3.6089
O: -0.3231 1.4700 -1.7152
H: -4.5946 1.1037 -2.1255
H: -3.8089 1.3545 -3.6875
H: -4.0312 2.7176 -2.5626
H: -2.5726 0.9865 -1.0635
H: -1.9081 2.6180 -4.2066
H: -0.1988 2.5633 -3.8577

Löwdin atomic charge list, values in e, 4 entries:
1. Ru 1.474
2. C 0.005
3. C 0.001
4. C 0.031

=====

A molecular structure, C24H21N8O2Rh in a non-equilibrium geometry. Source: the OMol25 dataset; level of theory: ωB97M-V/def2-TZVPD.

Calculated values
- E_tot: -44254.2410 eV
- Gap between HOMO and LUMO (alpha / beta): 6.94 / 6.94 eV
- E_LUMO (alpha / beta): -0.019 / -0.019 hartree

Cartesian coordinates (Å):
Rh: 0.2442 1.2751 -2.2684
N: 2.0502 -1.5007 -2.1755
C: 0.9080 -1.7756 -2.8180
N: 0.6495 -3.0382 -3.1494
C: -0.5102 -3.2175 -3.7772
N: -0.8125 -4.4677 -4.1734
N: -1.4098 -2.2582 -4.0684
C: -1.0633 -1.0497 -3.6862
N: 0.0877 -0.7389 -3.0947
C: -2.0224 0.0675 -3.9323
C: -3.2476 -0.1680 -4.5393
C: -4.1318 0.8839 -4.6895
C: -3.7673 2.1369 -4.2201
C: -2.5236 2.2858 -3.6315
N: -1.6631 1.2800 -3.5000
H: 2.5901 -2.2747 -1.8307
H: 2.1401 -0.5914 -1.7435
H: -0.2406 -5.2234 -3.8418
H: -1.7470 -4.6507 -4.4907
H: -3.4823 -1.1710 -4.8635
H: -5.0957 0.7283 -5.1554
H: -4.4301 2.9865 -4.3035
H: -2.2012 3.2449 -3.2459
O: -1.3655 -1.0260 -0.5233
C: -0.5657 -0.4279 0.1784
N: -0.4251 -0.6043 1.5326
C: 0.6406 0.1989 2.0864
C: 1.0941 0.9395 0.7970
O: 2.0079 1.7459 0.7770
N: 0.3382 0.5319 -0.2443
C: 1.7451 -0.6894 2.6497
C: 2.8461 -1.0622 1.8877
C: 3.7899 -1.9441 2.3969
C: 3.6438 -2.4651 3.6738
C: 2.5488 -2.0954 4.4423
C: 1.6101 -1.2103 3.9342
C: 0.1629 1.2339 3.0966
C: -1.1875 1.4481 3.3355
C: -1.5955 2.4212 4.2407
C: -0.6563 3.1932 4.9052
C: 0.6963 2.9902 4.6586
C: 1.1039 2.0169 3.7618
H: -0.8953 -1.3522 2.0102
H: 2.9821 -0.6438 0.8987
H: 4.6481 -2.2169 1.7957
H: 4.3828 -3.1487 4.0714
H: 2.4286 -2.4908 5.4429
H: 0.7676 -0.9096 4.5461
H: -1.9239 0.8574 2.8067
H: -2.6519 2.5746 4.4220
H: -0.9735 3.9513 5.6098
H: 1.4366 3.5949 5.1669
H: 2.1566 1.8650 3.5619
C: 0.3020 2.9463 -1.7122
H: 0.8709 3.2593 -0.8320
H: -0.2840 3.7548 -2.1761

Löwdin atomic charge list, values in e, 4 entries:
1. Rh 0.812
2. N 0.185
3. C -0.435
4. N 0.184